12
Properties=species:S:1:pos:R:3:forces:R:3:nbo_charge:R:1 method="wB97M-V/def2-TZVPD" de_lowest_ev=6.5117 total_charge=0 orbital_gap_ha=0.3260 lumo_energy_ev=0.83
C 1.6819 -0.2776 -0.2306 -4.634 -2.035 0.481 0.18
C -1.6859 -0.3297 0.0983 1.760 1.984 -0.272 0.17
C 0.7853 0.9564 0.1260 -0.241 -1.006 -1.824 -0.54
C -0.7950 0.9369 -0.1988 0.091 2.950 -0.310 -0.53
N 0.7924 -1.2964 -0.1506 0.343 4.269 -0.178 -0.52
N -0.8976 -1.3119 0.0862 1.778 -2.200 1.327 -0.47
H 0.9078 0.7756 1.1890 0.284 1.342 0.571 0.23
H 1.3111 1.7818 -0.4169 -0.837 -0.040 1.415 0.24
H -0.8865 1.2515 -1.2858 -0.159 -0.746 1.005 0.24
H -1.2203 1.9304 0.3255 0.639 -2.508 -0.876 0.23
H 1.1160 -2.1902 -0.1098 0.672 -3.225 -0.133 0.37
H -1.1093 -2.2269 0.5676 0.305 1.214 -1.206 0.41

75
Properties=species:S:1:pos:R:3:forces:R:3:mulliken_charge:R:1 method="wB97M-V/def2-TZVPD" de_lowest_ev=26.4502 total_charge=-1 orbital_gap_ha=0.2891 lumo_energy_ev=2.45
B -0.1294 -0.0512 -0.0204 -0.313 1.194 -1.913 -0.47
F -1.3226 0.5284 -0.2079 3.767 1.122 -0.251 0.10
F 0.2500 0.1096 1.2765 3.133 6.569 -2.684 -0.13
F -0.2487 -1.3965 -0.3443 -2.234 3.221 -0.871 0.11
F 0.7866 0.5335 -0.8530 2.227 -11.156 5.892 0.54
C 0.1006 -1.7180 2.2109 -4.013 -3.579 3.422 -0.52
C -1.1727 -0.8933 2.0832 3.004 -1.546 2.975 -1.32
O -2.2375 -1.0821 3.0526 -2.203 -1.714 2.041 -0.55
C -3.1484 -2.0645 2.9599 2.325 -1.303 -2.674 0.49
O -3.1262 -2.9472 2.1003 -0.388 1.231 1.602 -0.60
C -4.1742 -2.2050 4.0814 -2.172 2.850 -2.452 0.64
F -5.3741 -2.7361 3.6387 1.426 0.473 0.370 -0.27
F -3.6854 -2.9840 4.9538 0.649 -1.363 2.549 -0.22
F -4.5066 -0.9596 4.5784 0.400 -1.336 0.196 -0.27
H 0.8118 -1.5174 1.4096 -2.437 -2.315 2.075 -0.92
H -0.1751 -2.7724 2.2300 -0.307 -0.272 -0.108 0.79
H 0.6608 -1.5655 3.1334 -2.921 -1.201 0.101 0.54
H -1.5380 -1.0757 1.0726 5.455 -1.413 2.983 1.20
H -0.9706 0.1777 2.1008 -2.262 -0.931 2.089 0.32
C 2.2351 -0.7082 0.9491 3.713 -1.111 1.746 -0.10
C 2.1588 -0.9229 2.4860 1.009 0.441 -1.548 -1.33
O 3.3232 -0.6985 3.1772 4.778 2.680 1.456 -0.36
C 4.0179 0.4954 3.2950 -4.221 0.585 -1.943 0.40
O 3.5279 1.6254 3.1668 1.781 -3.068 0.543 -0.57
C 5.4974 0.2085 3.5158 -0.130 0.103 -0.639 0.83
F 5.7657 0.4147 4.7787 0.537 0.165 1.738 -0.26
F 5.8824 -1.0133 3.1902 -0.174 -0.743 0.020 -0.25
F 6.2471 1.0241 2.7917 0.237 0.808 -0.423 -0.27
H 2.4462 0.3408 0.7413 0.427 -4.125 2.081 0.29
H 1.3095 -1.0628 0.4956 3.211 0.597 -0.446 -0.37
H 3.0517 -1.2666 0.4917 0.074 -0.164 1.133 1.14
H 2.0101 -1.9840 2.6864 1.012 0.455 0.252 -0.11
H 1.2788 -0.3973 2.8567 2.009 1.200 0.457 1.00
C 1.4774 -3.9638 0.8468 0.983 0.851 -2.273 -1.27
C 1.0295 -3.1893 -0.4490 0.498 -3.549 0.083 0.04
O 2.0685 -2.3088 -0.9114 0.893 0.172 -0.778 -0.35
C 1.8803 -1.4393 -1.8948 -0.932 -1.584 -0.280 0.84
O 0.9558 -1.4670 -2.6531 0.494 0.428 -0.567 -0.60
C 3.0548 -0.4456 -2.0869 1.126 0.850 -0.988 0.82
F 2.6421 0.8340 -2.1516 0.667 -0.865 -1.130 -0.14
F 4.0096 -0.4504 -1.1662 0.214 -0.492 0.119 -0.28
F 3.7101 -0.6860 -3.2781 -0.893 -0.171 0.721 -0.35
H 1.8801 -3.2386 1.5539 -0.740 -0.473 0.193 0.11
H 2.3483 -4.5896 0.6519 -0.191 -0.512 -0.222 0.44
H 0.5826 -4.5320 1.1011 0.379 0.045 0.647 0.36
H 0.0681 -2.7193 -0.2420 1.521 -1.856 -0.116 -0.08
H 0.8525 -3.8581 -1.2913 0.094 -0.484 0.079 0.55
C -5.8565 2.3651 -3.0722 -0.640 -0.403 0.176 -1.18
C -4.7333 1.3509 -2.8331 1.151 1.138 -1.607 -0.07
O -4.4803 1.0829 -1.4617 -0.685 0.171 1.247 -0.24
C -3.3892 0.4514 -1.0025 2.266 -3.247 -4.100 0.10
O -2.5245 -0.1056 -1.7235 -5.499 1.547 0.658 -0.54
C -3.3171 0.3193 0.5538 -0.429 1.255 -1.156 1.15
F -4.5342 0.4021 1.1320 0.585 -0.651 -0.077 -0.38
F -2.6657 -0.8359 0.8743 -12.841 2.584 -5.343 -0.11
F -2.5961 1.3481 1.0139 -2.818 1.069 2.320 -0.28
H -6.0990 2.9572 -2.1898 -0.057 -0.134 -0.020 0.29
H -6.7246 1.8241 -3.4487 -0.399 0.033 0.600 0.33
H -5.6786 3.0498 -3.9015 0.697 0.057 0.142 0.34
H -3.8398 1.7933 -3.2736 0.378 -0.191 0.256 0.19
H -4.9543 0.5090 -3.4892 0.202 -0.700 0.796 0.28
C 1.1681 4.1113 -4.9927 0.640 -1.230 0.253 -1.30
C 0.4495 3.3681 -3.8609 -0.208 0.211 -0.597 -0.10
O 1.3492 3.2319 -2.7276 -0.006 0.464 0.191 -0.31
C 0.9416 2.3765 -1.7498 -3.564 -1.319 -2.384 0.21
O 0.0396 1.5511 -1.9236 -1.993 11.230 -6.723 -0.35
C 1.7294 2.5394 -0.3742 0.248 0.379 -3.261 1.65
F 0.9326 3.1261 0.4287 -2.107 1.104 2.449 -0.33
F 2.1436 1.3974 0.1394 2.222 7.136 -0.023 -1.17
F 2.7753 3.3370 -0.5324 1.056 0.360 -0.279 -0.34
H 0.5291 4.4217 -5.8195 -0.399 0.183 0.416 0.39
H 1.8189 3.3671 -5.4518 0.548 0.289 -0.014 0.31
H 1.7509 4.9431 -4.5972 -0.062 0.012 -0.161 0.30
H 0.1005 2.3841 -4.1739 0.198 0.011 0.055 0.29
H -0.4470 3.9515 -3.6508 0.003 -0.073 0.932 0.26

20
Properties=species:S:1:pos:R:3:forces:R:3:nbo_charge:R:1 method="wB97M-V/def2-TZVPD" de_lowest_ev=1.8018 smiles=CC[C@H](N)CO.O total_charge=0 orbital_gap_ha=0.3733 lumo_energy_ev=0.67
C 0.2584 1.0265 1.5651 -2.016 0.859 0.571 -0.07
O -1.0482 1.4588 2.0689 2.052 1.349 0.796 -0.73
C -0.0249 0.2829 0.2778 1.742 1.141 -0.188 -0.09
C 1.3624 0.0174 -0.3083 -1.704 -5.394 0.119 -0.38
C 1.2209 -0.6118 -1.7350 2.085 1.968 0.778 -0.62
N -0.8618 1.0873 -0.5893 0.499 -0.581 -2.363 -0.86
H 0.8331 2.0065 1.5566 -0.333 -1.533 -0.511 0.19
H 0.6956 0.2718 2.2008 0.437 0.168 0.809 0.17
H -1.6425 0.7720 1.8817 -1.413 -1.460 -0.251 0.45
H -0.5091 -0.7038 0.5131 0.397 0.875 -0.194 0.17
H 2.0398 0.7580 -0.2560 1.761 3.288 -0.027 0.20
H 1.8721 -0.7881 0.4141 -1.085 1.372 -1.561 0.19
H 0.3472 -0.3865 -2.2890 -1.021 0.103 -0.155 0.21
H 1.3882 -1.6080 -1.5871 -0.446 -2.951 0.044 0.22
H 2.0680 -0.3772 -2.3802 0.093 0.547 0.005 0.21
H -0.4079 1.4576 -1.4503 -0.187 -0.893 0.950 0.36
H -1.1886 1.8920 -0.1440 -0.759 1.231 1.179 0.37
H -2.4443 -1.9286 -0.6538 0.728 -0.709 1.536 0.49
H -1.8940 -2.0693 0.8905 -0.638 -0.747 -2.084 0.47
O -2.0643 -2.5573 0.0244 -0.192 1.367 0.548 -0.95

10
Properties=species:S:1:pos:R:3:forces:R:3:nbo_charge:R:1 method="wB97M-V/def2-TZVPD" de_lowest_ev=0.0761 total_charge=0 orbital_gap_ha=0.3963 lumo_energy_ev=0.77
C 1.1796 0.0689 -0.1610 -0.149 -1.138 -0.981 0.37
C -0.2828 0.1584 0.3376 0.513 1.613 -0.091 0.63
H 1.0122 -1.8320 0.5194 0.202 -0.495 0.081 0.41
H 2.4898 -1.5638 -0.3982 -0.644 0.220 0.358 0.40
H 2.5852 0.9704 -1.1504 0.776 -0.379 0.054 0.35
N 1.5873 -1.2459 -0.0475 0.643 0.831 -0.579 -0.83
N 1.7114 1.0891 -0.6810 -1.205 0.058 0.298 -0.67
F -0.5102 1.4233 0.7154 -0.348 -0.065 -0.101 -0.30
F -0.3923 -0.5934 1.4327 -0.526 -0.678 0.601 -0.33
Cl -1.5551 -0.3123 -0.8390 0.739 0.034 0.359 -0.03

16
Properties=species:S:1:pos:R:3:forces:R:3:nbo_charge:R:1 method="wB97M-V/def2-TZVPD" de_lowest_ev=3.1605 total_charge=0 orbital_gap_ha="0.2854 / 0.3188" lumo_energy_ev="-1.19 / -0.36"
B 2.0326 -0.1171 0.0159 -0.387 0.611 0.085 0.98
C -0.5016 -1.8740 0.1214 0.401 -0.915 -0.204 0.22
C -2.1143 -0.1472 -0.5214 -1.614 0.394 -2.531 -0.68
C 1.6040 1.1516 0.7579 -1.384 -0.461 -2.962 -0.56
C -1.1813 -0.7185 0.4559 -0.903 1.195 0.893 -0.18
N -0.0199 -2.8375 -0.3296 -0.188 0.697 0.536 -0.31
O 1.7312 -0.2185 -1.3024 -0.308 0.953 -0.719 -0.89
O 2.5067 -1.1034 0.7718 1.267 -3.930 0.260 -0.89
H -1.6704 0.2775 -1.4623 0.306 -0.076 0.978 0.25
H -2.8762 -0.8029 -1.0445 0.908 -0.188 1.019 0.24
H -2.7462 0.6227 -0.0867 0.259 0.231 0.154 0.22
H 0.7904 1.6066 0.1455 0.694 0.510 1.148 0.18
H 1.7680 1.2839 1.7723 0.049 0.695 1.669 0.18
H -1.2491 -0.1518 1.4231 0.870 -1.407 -0.784 0.25
H 2.1712 -0.8755 -1.8187 0.242 -0.811 -0.289 0.49
H 2.5617 -2.0503 0.3882 -0.212 2.502 0.746 0.50

30
Properties=species:S:1:pos:R:3:forces:R:3:mulliken_spin:R:1 method="wB97M-V/def2-TZVPD" s2=2.0119 spin_multiplicity=3 total_charge=0 orbital_gap_ha="0.2949 / 0.2760" lumo_energy_ev="1.00 / -0.44"
C 1.9922 -2.1990 -1.5308 0.068 -0.246 -0.041 -0.01
C -0.1004 -1.7212 1.9899 0.079 -0.146 0.255 0.01
C -2.7376 1.1417 -1.4301 0.098 0.343 -0.505 -0.01
C -3.9518 -0.2547 0.0807 -0.539 -0.195 0.130 -0.01
C 2.8988 1.3316 -0.6950 0.057 -0.065 -0.043 -0.01
C 1.7281 2.0409 1.2812 -0.053 0.009 0.199 0.02
N 1.3426 -1.6501 -0.3873 -0.361 0.650 0.050 0.36
N 0.0204 -0.3753 1.4517 -0.569 0.345 -0.245 0.05
N -2.8076 0.5415 -0.1542 0.482 -0.026 0.484 0.86
N 2.0380 0.9429 0.3996 -0.362 -0.571 -0.326 0.16
P 0.8092 -0.2156 -0.0312 0.626 -0.019 0.371 0.41
H 1.2926 -2.8377 -2.0817 0.160 -0.017 -0.082 0.00
H 2.8089 -2.8361 -1.1772 0.042 -0.040 -0.166 0.03
H 2.4172 -1.4735 -2.2290 0.027 0.042 -0.050 0.00
H -0.5154 -1.6562 2.9960 0.014 -0.029 0.029 0.00
H -0.7311 -2.3755 1.3836 0.032 -0.048 -0.010 0.00
H 0.8969 -2.1534 2.0306 -0.120 -0.135 0.116 0.00
H -1.9253 1.8708 -1.4304 -0.069 -0.028 -0.185 0.00
H -2.5205 0.3939 -2.2138 -0.022 0.023 0.145 0.06
H -3.6781 1.6367 -1.7254 0.069 -0.078 0.072 0.03
H -3.8073 -1.2708 -0.3238 0.056 0.101 0.005 0.06
H -4.0964 -0.3501 1.1594 -0.111 -0.121 -0.090 0.01
H -4.8702 0.1439 -0.3813 0.108 -0.037 0.042 0.01
H 3.0673 0.4731 -1.3429 0.110 0.035 -0.074 0.01
H 2.4764 2.1496 -1.2919 0.011 0.027 -0.058 -0.01
H 3.8608 1.6626 -0.2962 0.029 -0.014 -0.057 0.01
H 2.6588 2.3815 1.7440 -0.057 0.068 0.039 0.01
H 1.2768 2.8897 0.7554 -0.042 0.105 -0.031 -0.01
H 1.0500 1.6931 2.0562 0.054 0.102 0.050 0.00
H -0.8931 0.0758 1.3941 0.182 -0.035 -0.025 -0.02

28
Properties=species:S:1:pos:R:3:forces:R:3:nbo_charge:R:1 method="wB97M-V/def2-TZVPD" total_charge=+2 orbital_gap_ha=0.2821 lumo_energy_ev=-9.55
Cl 1.3954 1.0982 2.2347 -1.337 -0.553 -0.939 -0.36
C -1.8588 1.6303 -0.0204 0.303 0.020 -0.397 -0.32
C -1.6695 1.1172 -1.3623 -0.135 0.188 0.654 -0.24
C -0.3913 1.5509 -1.8406 0.289 0.883 0.740 -0.36
H -2.3974 0.4951 -1.9181 0.558 0.516 0.426 0.29
C 0.2359 2.3611 -0.7949 -2.238 0.804 -0.768 -0.14
C -0.6864 2.3821 0.3367 -0.452 1.180 -1.171 -0.35
H -0.4652 2.8623 1.2970 -0.296 -0.125 -0.566 0.32
H -2.7403 1.4716 0.6268 0.616 0.095 -0.529 0.30
H 0.0705 1.3333 -2.8221 -0.389 0.110 0.694 0.30
C 1.5862 2.9903 -0.8350 0.236 -0.315 0.179 -0.65
Zr 0.2103 0.3382 0.1159 3.204 -1.461 1.544 1.64
C -0.5212 -1.6402 -1.1890 -0.386 -1.253 -1.120 0.54
C -0.5639 -1.2222 1.6301 -1.221 -1.950 3.573 0.52
O -0.7863 -2.5571 -1.7849 0.264 1.209 0.750 -0.30
O -0.7493 -1.8957 2.5227 0.372 1.359 -2.135 -0.27
H 2.2792 2.3835 -1.4299 -0.019 0.281 0.039 0.24
H 1.9737 3.0848 0.1843 0.056 0.179 -0.251 0.27
H 1.4953 3.9804 -1.2901 0.090 -0.050 0.029 0.29
C 4.2113 -1.4608 0.2455 -0.019 -0.605 -0.008 -0.70
C 2.7432 -1.5369 0.2066 -0.204 -0.346 -0.436 0.76
N 2.0731 -2.6837 0.3317 0.887 0.584 0.096 -0.73
O 2.1292 -0.4584 -0.0084 -1.071 -0.176 -0.722 -0.73
H 4.6195 -2.4499 0.3480 0.495 -0.301 0.084 0.25
H 4.5162 -0.8369 1.0809 0.000 0.114 0.130 0.29
H 4.5628 -1.0038 -0.6767 0.022 0.072 -0.041 0.28
H 1.0635 -2.7584 0.3406 0.469 -0.055 -0.030 0.40
H 2.6183 -3.5232 0.4171 -0.093 -0.404 0.175 0.45

12
Properties=species:S:1:pos:R:3:forces:R:3:nbo_charge:R:1 method="wB97M-V/def2-TZVPD" de_lowest_ev=2.5759 smiles="C=N/C=C/Br.N#CCl" total_charge=0 orbital_gap_ha=0.3353 lumo_energy_ev=0.29
C -0.9192 -0.6429 0.4650 1.984 -0.428 -0.461 -0.04
C 1.6741 1.2040 0.5990 0.980 0.610 0.039 0.16
C -1.2701 0.6951 -1.5816 -0.213 -1.045 2.824 0.00
C 0.3656 -1.1173 0.5600 -2.897 -0.941 -0.280 -0.34
N -1.3912 0.4248 -0.3326 0.714 -0.848 0.199 -0.42
N 1.4775 1.7910 -0.3699 -0.478 -0.037 -0.189 -0.33
Cl 2.3584 0.5596 1.9321 0.017 0.080 0.374 0.16
Br 0.7595 -2.5897 1.7679 -0.237 0.848 -0.477 0.02
H -1.5781 -1.0188 1.2326 -0.535 0.281 -0.061 0.21
H -0.8901 0.0708 -2.3817 0.185 -0.140 -0.018 0.17
H -1.6670 1.6625 -1.6766 -0.285 1.250 -1.537 0.19
H 1.0807 -1.0392 -0.2140 0.765 0.369 -0.414 0.21

Please write out number 7 again, unchanged.
28
Properties=species:S:1:pos:R:3:forces:R:3:nbo_charge:R:1 method="wB97M-V/def2-TZVPD" total_charge=+2 orbital_gap_ha=0.2821 lumo_energy_ev=-9.55
Cl 1.3954 1.0982 2.2347 -1.337 -0.553 -0.939 -0.36
C -1.8588 1.6303 -0.0204 0.303 0.020 -0.397 -0.32
C -1.6695 1.1172 -1.3623 -0.135 0.188 0.654 -0.24
C -0.3913 1.5509 -1.8406 0.289 0.883 0.740 -0.36
H -2.3974 0.4951 -1.9181 0.558 0.516 0.426 0.29
C 0.2359 2.3611 -0.7949 -2.238 0.804 -0.768 -0.14
C -0.6864 2.3821 0.3367 -0.452 1.180 -1.171 -0.35
H -0.4652 2.8623 1.2970 -0.296 -0.125 -0.566 0.32
H -2.7403 1.4716 0.6268 0.616 0.095 -0.529 0.30
H 0.0705 1.3333 -2.8221 -0.389 0.110 0.694 0.30
C 1.5862 2.9903 -0.8350 0.236 -0.315 0.179 -0.65
Zr 0.2103 0.3382 0.1159 3.204 -1.461 1.544 1.64
C -0.5212 -1.6402 -1.1890 -0.386 -1.253 -1.120 0.54
C -0.5639 -1.2222 1.6301 -1.221 -1.950 3.573 0.52
O -0.7863 -2.5571 -1.7849 0.264 1.209 0.750 -0.30
O -0.7493 -1.8957 2.5227 0.372 1.359 -2.135 -0.27
H 2.2792 2.3835 -1.4299 -0.019 0.281 0.039 0.24
H 1.9737 3.0848 0.1843 0.056 0.179 -0.251 0.27
H 1.4953 3.9804 -1.2901 0.090 -0.050 0.029 0.29
C 4.2113 -1.4608 0.2455 -0.019 -0.605 -0.008 -0.70
C 2.7432 -1.5369 0.2066 -0.204 -0.346 -0.436 0.76
N 2.0731 -2.6837 0.3317 0.887 0.584 0.096 -0.73
O 2.1292 -0.4584 -0.0084 -1.071 -0.176 -0.722 -0.73
H 4.6195 -2.4499 0.3480 0.495 -0.301 0.084 0.25
H 4.5162 -0.8369 1.0809 0.000 0.114 0.130 0.29
H 4.5628 -1.0038 -0.6767 0.022 0.072 -0.041 0.28
H 1.0635 -2.7584 0.3406 0.469 -0.055 -0.030 0.40
H 2.6183 -3.5232 0.4171 -0.093 -0.404 0.175 0.45